The following is a quantum chemistry calculation of a cluster of 15 separate species, C34H75BF4N8O6 in total at a distorted geometry, from the OMol25 dataset.

## Properties
E_LUMO = -0.002 hartree
electronic energy = -72215.8905 eV
F_max = 9.01 eV/Å
spin multiplicity = 1
relative energy (zero: lowest compared OMol25 entry of this formula, charge and spin) = 15.8 kcal per mole
HOMO level = -0.346 Ha

Last columns: bonded neighbours and bond lengths (Å).
Cartesian coordinates (Å):
1 H -1.49675 -103.45065 -39.50087  C85 0.948
2 H -1.36685 -96.12311 -36.87929  C40 1.096
3 H 1.92186 -97.50521 -40.91397  C60 1.009
4 H -1.94172 -101.09223 -43.42170  C46 1.139
5 H 0.17249 -99.74341 -43.99472  C62 1.083
6 H -3.78391 -106.06147 -43.72071  C14 1.215
7 H -1.88422 -97.59319 -37.32037  C40 1.013
8 H -1.08210 -101.64755 -45.71345  C115 0.964
9 C -1.28595 -101.07764 -49.52555  N58 1.218, C78 1.519
10 H -1.40957 -101.57511 -35.92606  C30 1.112
11 N -3.38412 -98.81209 -44.45497  C87 1.153
12 C 0.78835 -101.04943 -36.20426  C30 1.502, H79 1.132, H107 1.083, H111 1.073
13 C 1.69124 -99.30870 -41.73361  H38 1.115, N47 1.482, C60 1.531, H101 1.233
14 C -2.59270 -106.28648 -43.64055  H6 1.215, C23 1.482, H89 1.122, H95 1.122
15 H -0.02406 -96.37588 -43.29980  C69 0.946
16 F 5.27273 -100.03293 -43.07566  B97 1.390
17 C 1.90190 -103.33160 -48.34193  C98 1.545, N127 1.197
18 H -1.49278 -99.24986 -50.18422  C78 0.951
19 H 0.97176 -101.46375 -47.53192  C98 1.035
20 H 0.08044 -102.54001 -45.18315  C115 1.003
21 H 3.55772 -95.85382 -35.56211  C122 1.135
22 F 3.46700 -99.91416 -44.37311  B97 1.431
23 C -1.78891 -105.79734 -44.78550  C14 1.482, N34 1.121
24 H 2.71738 -101.73806 -47.28885  C98 1.016
25 N -2.34953 -95.39610 -39.68368  C50 1.194
26 H 2.59118 -103.05054 -43.36303  O128 0.950
27 H -1.50821 -99.60428 -40.91584  C70 1.164
28 O -1.25264 -97.00315 -34.20669  C99 1.317, H121 0.921
29 H 4.05567 -95.17499 -41.45900  C64 1.078
30 C -0.57000 -101.50770 -36.65265  H10 1.112, C12 1.502, H75 1.160, O81 1.429
31 H 1.12800 -100.93328 -43.57209  C62 1.097
32 H -3.99997 -104.00573 -40.78915  C119 1.025
33 H -4.02966 -92.71529 -40.48819  C88 1.095
34 N -1.21200 -105.43780 -45.67691  C23 1.121
35 H 1.76505 -96.17514 -35.85342  C122 1.070
36 H -0.25789 -97.01345 -40.66368  C41 1.109
37 H -2.95995 -92.13999 -39.17690  C88 1.086
38 H 2.66755 -99.84153 -41.66213  C13 1.115
39 H 2.75488 -95.76581 -43.26736  O71 0.937
40 C -1.81710 -97.03720 -36.47666  H2 1.096, H7 1.013, C99 1.487, H114 1.034
41 C 0.00524 -98.07765 -40.49666  H36 1.109, C60 1.454, C70 1.542, H93 1.061
42 C 1.13610 -105.38142 -41.80677  H55 1.138, H72 1.153, C74 1.407, H118 1.127
43 H 0.10276 -100.00769 -50.38633  C78 1.076
44 H 4.72224 -96.76769 -40.66267  C64 1.216
45 H -0.82385 -102.38761 -42.69734  C46 1.130
46 C -0.91277 -101.57776 -43.48016  H4 1.139, H45 1.130, C62 1.560, C115 1.583
47 N 0.47552 -100.14852 -41.84191  C13 1.482, C62 1.451, C70 1.596, C86 1.492
48 C 3.15899 -97.41823 -36.98005  N91 1.181, C122 1.583
49 H -1.46296 -104.31731 -40.94458  C85 1.074
50 C -2.64352 -94.25354 -39.86457  N25 1.194, C88 1.511
51 H 1.08471 -102.07778 -40.97536  C86 1.069
52 H 5.39886 -95.92224 -43.69681  C103 1.107
53 H 2.42541 -97.48796 -34.97560  C122 1.165
54 H -2.23406 -92.45596 -40.84180  C88 1.193
55 H 0.06649 -105.10261 -42.07759  C42 1.138
56 F 5.31528 -100.96514 -45.24414  B97 1.409
57 H -4.42043 -101.73709 -45.18448  C106 1.147
58 N -1.55117 -101.88090 -48.64953  C9 1.218
59 C 1.29984 -95.37390 -44.38528  H61 1.079, C69 1.551, O71 1.307, H76 1.086
60 C 1.43437 -98.32680 -40.58777  H3 1.009, C13 1.531, C41 1.454, H125 1.217
61 H 0.66006 -94.58394 -44.74830  C59 1.079
62 C 0.18438 -100.49931 -43.21914  H5 1.083, H31 1.097, C46 1.560, N47 1.451
63 H 6.01935 -97.18330 -42.73682  C103 1.029
64 C 4.89555 -95.85007 -41.44099  H29 1.078, H44 1.216, C103 1.634, H109 0.971
65 H -1.03621 -98.51098 -42.23887  C70 1.018
66 H 0.62237 -100.99864 -39.82139  C86 1.019
67 H 1.06049 -97.42785 -44.17313  C69 1.119
68 N -5.32523 -104.82779 -45.83854  C90 1.143
69 C 0.34158 -96.57044 -44.15083  H15 0.946, C59 1.551, H67 1.119, H96 0.954
70 C -0.64384 -99.06933 -41.48288  H27 1.164, C41 1.542, N47 1.596, H65 1.018
71 O 2.08648 -95.11769 -43.37402  H39 0.937, C59 1.307
72 H 1.14548 -106.52428 -41.65264  C42 1.153
73 H -1.06923 -100.42184 -51.35349  C78 0.960
74 C 1.98381 -104.85918 -42.80124  C42 1.407, H110 1.039, H117 1.220, O128 1.438
75 H -0.59353 -102.58219 -37.08839  C30 1.160
76 H 1.80416 -95.59061 -45.32245  C59 1.086
77 H -4.22292 -102.00011 -41.30204  O120 0.927
78 C -0.96530 -99.96958 -50.51357  C9 1.519, H18 0.951, H43 1.076, H73 0.960
79 H 0.78197 -100.24762 -35.40461  C12 1.132
80 H -3.96844 -98.38058 -47.60443  C112 1.272
81 O -1.00211 -100.50558 -37.57482  C30 1.429, H82 1.046
82 H -1.94614 -100.62671 -38.00967  O81 1.046
83 H -5.48037 -101.85013 -43.70469  C106 1.199
84 H 4.33596 -98.23237 -43.41210  O126 1.012
85 C -1.98964 -104.04731 -40.04821  H1 0.948, H49 1.074, H92 1.093, C119 1.577
86 C 0.46916 -101.22066 -40.80365  N47 1.492, H51 1.069, H66 1.019, H116 1.130
87 C -3.13064 -98.62109 -45.56371  N11 1.153, C112 1.474
88 C -3.03784 -92.80449 -40.03262  H33 1.095, H37 1.086, C50 1.511, H54 1.193
89 H -2.23268 -107.34191 -43.51538  C14 1.122
90 C -5.15869 -103.85298 -45.26573  N68 1.143, C106 1.632
91 N 3.63315 -97.89929 -37.94941  C48 1.181
92 H -2.09282 -105.00657 -39.53357  C85 1.093
93 H -0.41410 -98.35530 -39.56221  C41 1.061
94 H -3.91101 -103.18178 -39.39422  C119 1.046
95 H -2.36524 -105.56278 -42.81326  C14 1.122
96 H -0.22558 -96.69562 -44.90791  C69 0.954
97 B 4.59037 -100.74186 -44.05720  F16 1.390, F22 1.431, F56 1.409, F100 1.335
98 C 1.87260 -101.87195 -47.83649  C17 1.545, H19 1.035, H24 1.016, H123 1.023
99 C -1.19260 -97.71746 -35.31160  O28 1.317, C40 1.487, H104 1.059, H105 1.180
100 F 4.17509 -101.88247 -43.50272  B97 1.335
101 H 1.69156 -98.70340 -42.80761  C13 1.233
102 H -1.49476 -103.05523 -44.79236  C115 1.124
103 C 5.17308 -96.61158 -42.86009  H52 1.107, H63 1.029, C64 1.634, O126 1.445
104 H -0.22286 -97.99270 -35.63716  C99 1.059
105 H -1.76106 -98.72596 -35.08487  C99 1.180
106 C -4.77956 -102.51149 -44.41778  H57 1.147, H83 1.199, C90 1.632, H124 1.026
107 H 1.23355 -101.94489 -35.78835  C12 1.083
108 H -2.26830 -97.36511 -47.16093  C112 1.203
109 H 5.76758 -95.42902 -41.36496  C64 0.971
110 H 3.00401 -105.04884 -42.74850  C74 1.039
111 H 1.36451 -100.77980 -37.06873  C12 1.073
112 C -2.85236 -98.40415 -46.99488  H80 1.272, C87 1.474, H108 1.203, H113 1.064
113 H -2.20586 -99.09214 -47.48647  C112 1.064
114 H -2.79497 -96.85914 -36.19228  C40 1.034
115 C -0.82114 -102.16888 -44.94580  H8 0.964, H20 1.003, C46 1.583, H102 1.124
116 H -0.51674 -101.76827 -40.86692  C86 1.130
117 H 1.60793 -105.37705 -43.83969  C74 1.220
118 H 1.46194 -105.06388 -40.77539  C42 1.127
119 C -3.38808 -103.35793 -40.28335  H32 1.025, C85 1.577, H94 1.046, O120 1.491
120 O -3.32050 -102.19383 -41.21297  H77 0.927, C119 1.491
121 H -2.02495 -97.17267 -33.73374  O28 0.921
122 C 2.72603 -96.61562 -35.68646  H21 1.135, H35 1.070, C48 1.583, H53 1.165
123 H 2.06525 -101.32486 -48.67866  C98 1.023
124 H -4.09105 -102.89785 -43.76175  C106 1.026
125 H 1.87474 -98.61131 -39.48990  C60 1.217
126 O 3.96729 -97.30323 -43.25609  H84 1.012, C103 1.445
127 N 1.85518 -104.44286 -48.78393  C17 1.197
128 O 1.81003 -103.44476 -42.99307  H26 0.950, C74 1.438

Atomic partial charges in e from the Löwdin method, atoms 1 to 5: -0.0302 0.0839 0.0612 0.0941 0.1298

=====

The following is a quantum chemistry calculation of a cluster of 5 separate species, C34H76BClIN10O13 in total at a distorted geometry, from the OMol25 dataset.

## Properties
E_LUMO = -0.096 hartree
electronic energy = -99301.7197 eV
F_max = 3.37 eV/Å
spin multiplicity = 1
charge = +1
HOMO level = -0.420 Ha

Last columns: bonded neighbours and bond lengths (Å).
Cartesian coordinates (Å):
1 H 3.25346 0.68056 -5.09835  N34 1.024
2 C 0.10721 0.22924 0.44986  I35 2.206, C62 1.579, H66 1.121, C113 1.616
3 H -3.22578 -2.18640 -2.95302  C90 1.135
4 H -2.56528 -0.78597 -2.04566  C90 1.122
5 C 3.69803 5.57558 3.87311  O23 1.337, O103 1.211, O122 1.345
6 H 9.92147 11.04031 0.81935  C120 1.092
7 H 4.82870 4.35211 1.54118  C79 1.092
8 B 2.42591 0.20408 -1.34518  C20 1.621, C70 1.610, O126 1.446
9 H -1.24292 2.38278 6.66604  C30 1.091
10 H -9.85655 -3.99570 -0.18695  C121 1.091
11 C 1.72784 -2.23113 -2.53935  C20 1.638, C46 1.610, C55 1.585, C124 1.575
12 O -0.52743 -0.23007 7.12180  C54 1.338, C109 1.431
13 H -9.77549 -5.73499 -0.42522  C121 1.092
14 H 0.50124 -6.05377 -1.82177  N21 1.027
15 H 0.45699 2.23177 7.07584  C30 1.092
16 H 4.90527 2.78594 2.33109  C79 1.093
17 H 5.13327 7.79957 2.91812  C125 1.078
18 O -1.81379 -1.02632 8.67060  C26 1.428, C54 1.338
19 H -13.97897 -7.89795 -0.66082  C104 1.091
20 C 1.28575 -0.88585 -1.71696  B8 1.621, C11 1.638, C62 1.599, C83 1.609
21 N 1.37843 -5.83441 -1.33376  H14 1.027, C72 1.513, H118 1.019
22 N 1.98945 -2.01529 -5.83694  C39 1.497, H89 1.022, H97 1.030
23 O 3.32848 4.29084 3.84314  C5 1.337, C61 1.432
24 O -13.57927 -5.84965 -0.69212  C104 1.427, C114 1.340
25 H 6.54798 6.74966 2.94744  C125 1.092
26 C -3.09686 -1.09742 9.29267  O18 1.428, H81 1.091, H82 1.091, H96 1.089
27 N 4.21759 -1.34453 -5.42515  H36 1.026, C39 1.514, H80 1.023
28 H 10.60002 10.74945 3.21812  C98 1.091
29 H 0.50396 0.67643 -3.28776  C83 1.127
30 C -0.27734 2.03960 6.29053  H9 1.091, H15 1.092, H44 1.092, C109 1.516
31 H 3.12076 -1.85763 0.51820  C63 1.120
32 H 3.89377 -1.65013 -2.95290  C124 1.134
33 H -14.38277 -7.04107 -2.18364  C104 1.091
34 N 2.50135 0.12551 -4.68120  H1 1.024, C39 1.481, H41 1.024
35 I 1.34267 0.54052 2.25091  C2 2.206
36 H 4.86207 -0.78746 -4.85284  N27 1.026
37 H -1.57784 0.69428 1.89131  C113 1.126
38 H -5.82762 -0.71384 -1.21452  N86 1.022
39 C 2.83043 -1.31181 -4.81824  N22 1.497, N27 1.514, N34 1.481, C124 1.581
40 H 3.99794 2.96901 0.81195  C79 1.092
41 H 1.65904 0.40085 -5.19388  N34 1.024
42 N -7.73732 -2.66546 -1.98045  C77 1.297, H128 1.030
43 H 10.71023 9.01067 2.98981  C98 1.092
44 H -0.02011 2.63299 5.41078  C30 1.092
45 H 10.12061 9.31572 0.55891  C120 1.091
46 C 0.29999 -2.49923 -3.23292  C11 1.610, H56 1.134, N64 1.502, Cl101 1.846
47 C -1.71100 -1.15451 -4.14970  N64 1.490, H73 1.137, H78 1.131, C90 1.579
48 C -4.14959 -0.27079 -3.49527  H67 1.135, C90 1.592, C115 1.603, H132 1.127
49 H 4.92772 -1.73545 0.33931  C63 1.130
50 C 8.20775 8.69312 2.60373  O51 1.204, O58 1.337, O76 1.340
51 O 8.74341 7.72110 2.13774  C50 1.204
52 H 3.77144 -5.47491 -0.94740  N133 1.027
53 H 0.64673 0.26011 5.53600  C109 1.091
54 C -1.79125 -0.28353 7.55800  O12 1.338, O18 1.338, O91 1.204
55 C 2.08086 -3.44707 -1.58639  C11 1.585, C72 1.579, H85 1.137, H94 1.134
56 H 0.33714 -3.01647 -4.24104  C46 1.134
57 H -10.42376 -3.67057 -2.60821  C135 1.093
58 O 8.80198 9.85103 2.91109  C50 1.337, C98 1.433
59 H 0.93125 -1.80609 0.37517  C62 1.127
60 H 6.06211 7.58705 1.43631  C125 1.092
61 C 3.00026 3.77656 2.54712  O23 1.432, C79 1.516, H107 1.093, H112 1.092
62 C 0.47267 -1.07929 -0.35431  C2 1.579, C20 1.599, H59 1.127, H108 1.139
63 C 3.97553 -1.13698 0.45329  H31 1.120, H49 1.130, C70 1.591, H88 1.124
64 N -0.31512 -1.18753 -3.62939  C46 1.502, C47 1.490, H71 1.037, C83 1.508
65 H -5.26988 -4.21348 -1.11158  N105 1.020
66 H -0.01984 1.16663 -0.15091  C2 1.121
67 H -4.18442 0.63817 -2.81604  C48 1.135
68 H 4.22361 0.92801 -0.24912  C70 1.138
69 H -5.26680 -2.12259 -3.82008  C115 1.130
70 C 3.88221 -0.05541 -0.70965  B8 1.610, C63 1.591, H68 1.138, H95 1.137
71 H 0.23106 -0.91556 -4.46800  N64 1.037
72 C 2.21243 -4.90262 -2.18543  N21 1.513, C55 1.579, N133 1.499, N134 1.446
73 H -1.79706 -0.21791 -4.78828  C47 1.137
74 H -0.70979 0.29921 -2.10194  C83 1.124
75 H -1.07538 0.34479 5.19261  C109 1.093
76 O 6.90299 8.80923 2.88446  C50 1.340, C125 1.430
77 C -6.51379 -2.62599 -1.55301  N42 1.297, N86 1.464, N105 1.470
78 H -1.92887 -2.00728 -4.86038  C47 1.131
79 C 4.25320 3.45025 1.75847  H7 1.092, H16 1.093, H40 1.092, C61 1.516
80 H 4.19041 -0.95668 -6.37111  N27 1.023
81 H -3.86352 -1.41422 8.58477  C26 1.091
82 H -3.35341 -0.13078 9.72871  C26 1.091
83 C 0.16684 -0.17125 -2.62559  C20 1.609, H29 1.127, N64 1.508, H74 1.124
84 H -6.31839 -0.59030 -3.59851  C115 1.127
85 H 3.08630 -3.18094 -1.12819  C55 1.137
86 N -5.58064 -1.52227 -1.78840  H38 1.022, C77 1.464, C115 1.476
87 H 3.40953 -3.11784 -3.79865  C124 1.133
88 H 4.04935 -0.61989 1.44911  C63 1.124
89 H 2.41649 -2.92991 -5.99887  N22 1.022
90 C -2.86748 -1.11647 -3.07463  H3 1.135, H4 1.122, C47 1.579, C48 1.592
91 O -2.74011 0.25692 7.05187  C54 1.204
92 C 4.48780 7.19789 5.37831  H111 1.091, H119 1.089, O122 1.429, H127 1.085
93 H 0.96278 -5.03353 -3.90009  N134 1.009
94 H 1.39507 -3.53956 -0.68836  C55 1.134
95 H 4.68848 -0.29406 -1.47503  C70 1.137
96 H -3.03706 -1.83536 10.09132  C26 1.089
97 H 2.08425 -1.48651 -6.71557  N22 1.030
98 C 10.20713 9.91376 2.63708  H28 1.091, H43 1.092, O58 1.433, C120 1.516
99 H 2.63743 -5.07065 -4.25711  N134 1.012
100 H -2.08073 0.23247 0.22458  C113 1.136
101 Cl -0.84323 -3.66464 -2.37016  C46 1.846
102 H -10.25301 -5.39789 -2.87564  C135 1.093
103 O 3.75715 6.30924 2.91130  C5 1.211
104 C -14.36106 -6.97330 -1.09478  H19 1.091, O24 1.427, H33 1.091, H136 1.089
105 N -6.11602 -3.78322 -0.73854  H65 1.020, C77 1.470, H117 1.022
106 O -11.73392 -6.97376 -1.36943  C114 1.203
107 H 2.35424 4.47250 2.00607  C61 1.093
108 H -0.52491 -1.54844 -0.64082  C62 1.139
109 C -0.31718 0.56287 5.94886  O12 1.431, C30 1.516, H53 1.091, H75 1.093
110 H 3.76309 -6.23404 -2.45695  N133 1.021
111 H 3.81748 7.94906 4.95757  C92 1.091
112 H 2.42568 2.86222 2.70967  C61 1.092
113 C -1.36415 -0.03781 1.06303  C2 1.616, H37 1.126, H100 1.136, H129 1.122
114 C -12.26667 -5.99352 -0.91857  O24 1.340, O106 1.203, O130 1.337
115 C -5.43868 -1.18228 -3.21719  C48 1.603, H69 1.130, H84 1.127, N86 1.476
116 H 11.53035 10.30085 0.97604  C120 1.091
117 H -5.99833 -3.50299 0.23696  N105 1.022
118 H 1.91637 -6.69012 -1.20563  N21 1.019
119 H 4.54057 7.34735 6.45573  C92 1.089
120 C 10.46485 10.15715 1.16293  H6 1.092, H45 1.091, C98 1.516, H116 1.091
121 C -10.24311 -4.81815 -0.79117  H10 1.091, H13 1.092, O130 1.434, C135 1.514
122 O 3.99670 5.87548 5.14949  C5 1.345, C92 1.429
123 H -8.84776 -4.44930 -2.38519  C135 1.084
124 C 2.99621 -2.11629 -3.46683  C11 1.575, H32 1.134, C39 1.581, H87 1.133
125 C 6.12721 7.66346 2.52344  H17 1.078, H25 1.092, H60 1.092, O76 1.430
126 O 2.07307 1.58683 -1.57837  B8 1.446, H131 0.972
127 H 5.48668 7.30119 4.96663  C92 1.085
128 H -7.92038 -1.79821 -2.50492  N42 1.030
129 H -1.51126 -1.10992 1.35756  C113 1.122
130 O -11.66096 -4.85179 -0.57680  C114 1.337, C121 1.434
131 H 2.91718 2.01193 -1.80334  O126 0.972
132 H -4.11266 0.07823 -4.56620  C48 1.127
133 N 3.62265 -5.35527 -1.95601  H52 1.027, C72 1.499, H110 1.021
134 N 1.90388 -5.18592 -3.56949  C72 1.446, H93 1.009, H99 1.012
135 C -9.91598 -4.56894 -2.24847  H57 1.093, H102 1.093, C121 1.514, H123 1.084
136 H -15.37693 -6.81596 -0.73484  C104 1.089

Atomic partial charges in e from the Löwdin method, atoms 1 to 5: 0.0922 -0.6633 0.0817 0.0930 -0.5676